No. 1
{
  "formula": "C4H10N2O3",
  "method": "ωB97M-V/def2-TZVPD",
  "elements": ["O", "O", "O", "N", "N", "C", "C", "C", "C", "H", "H", "H", "H", "H", "H", "H", "H", "H", "H"],
  "coordinates": [[-0.72228, -0.22253, -1.92025], [0.94723, -1.68533, -1.43646], [1.59634, -0.06043, 1.06012], [-0.07176, 1.45938, 0.64029], [-0.77958, -1.46220, 0.01919], [-0.15003, -0.93089, -1.10769], [1.00249, 0.71001, 0.24273], [-0.13732, -2.19278, 1.01102], [-0.64802, 2.50735, -0.17346], [-1.74023, 2.49942, -0.08429], [-0.25738, 1.46681, 1.63399], [-1.58558, -0.92514, 0.29143], [-0.51610, -2.01582, 2.00421], [-0.03285, -3.25306, 0.76610], [-0.41527, 2.33436, -1.22547], [1.00108, -1.44098, 1.11696], [1.26708, -1.35227, -2.28514], [1.51285, 1.06244, -0.66392], [-0.27065, 3.50168, 0.11065]],
  "forces_ev_per_angstrom": [[0.753, 0.712, 0.573], [0.029, 0.805, 0.440], [-0.975, 2.095, -2.079], [0.846, -0.389, -0.479], [-0.545, 1.875, -1.849], [-2.116, -3.226, -0.831], [1.474, 0.687, 3.564], [4.499, 1.215, 1.112], [-0.196, 0.364, -0.160], [0.230, 0.019, -0.009], [-0.010, -0.249, -0.146], [-0.065, 0.130, -0.253], [-0.666, -0.165, 0.129], [0.217, 0.214, 0.193], [0.015, -0.106, 0.148], [-2.713, -3.195, 0.006], [-0.125, 0.021, 0.000], [-0.531, -0.566, -0.330], [-0.121, -0.241, -0.030]],
  "spin_multiplicity": 1,
  "homo_energy_ev": -8.52,
  "orbital_gap_ev": 9.27,
  "e_above_lowest_kcal_mol": 51.4,
  "energy_ha": -493.60317,
  "e_lumo_ev": 0.758
}

---

No. 2
{
  "formula": "C2H5N5O",
  "method": "ωB97M-V/def2-TZVPD",
  "elements": ["O", "N", "N", "N", "N", "N", "C", "C", "H", "H", "H", "H", "H"],
  "coordinates": [[0.71138, -1.81053, 1.12322], [-0.83278, 1.37957, -1.57783], [1.21604, 1.14831, -0.31987], [0.26583, -0.60470, 0.98475], [-1.79449, -0.31178, -0.10161], [-0.47765, -0.45542, -0.27110], [-0.09248, 0.80513, -0.69360], [1.36016, 0.35256, 0.66406], [-2.15680, 0.66687, -0.83068], [2.32564, -0.14870, 1.21260], [0.53122, -1.92905, 2.25650], [-0.61289, 2.26789, -1.83912], [-2.02295, -1.41076, -0.60818]],
  "forces_ev_per_angstrom": [[0.655, -4.297, 6.298], [-0.796, -2.507, 2.172], [-0.316, -0.357, 1.699], [-0.146, 6.781, -2.352], [-5.958, -4.612, -3.014], [2.210, 2.022, 1.353], [1.107, 1.373, -4.435], [2.278, -4.187, 1.855], [1.715, -3.604, 1.831], [-1.907, 2.341, -1.349], [0.798, -0.313, -5.035], [1.290, 2.878, -0.792], [-0.929, 4.482, 1.768]],
  "spin_multiplicity": 1,
  "homo_energy_ev": -8.67,
  "orbital_gap_ev": 8.87,
  "e_above_lowest_kcal_mol": 162.1,
  "energy_ha": -427.96474,
  "e_lumo_ev": 0.202
}

---

No. 3
{
  "formula": "CH5N2S",
  "method": "ωB97M-V/def2-TZVPD",
  "elements": ["S", "N", "N", "C", "H", "H", "H", "H", "H"],
  "coordinates": [[-1.69778, -0.94144, 1.69749], [1.46102, 0.07474, -1.16551], [-0.81654, 0.24992, 1.50975], [0.36388, 0.35819, -0.73522], [-2.90874, -0.48560, 1.02591], [0.17237, 0.22199, 1.52720], [2.08682, -0.46851, -0.58885], [-0.50268, 0.75538, -1.16923], [1.84166, 0.23533, -2.10153]],
  "forces_ev_per_angstrom": [[-3.075, -2.394, -0.433], [3.658, -1.057, -1.909], [0.520, 3.114, -1.982], [-3.508, -0.016, 3.484], [1.421, -0.380, 1.198], [1.324, -0.400, 0.924], [0.508, 0.057, 0.277], [-0.572, 0.938, -1.320], [-0.275, 0.139, -0.240]],
  "spin_multiplicity": 1,
  "homo_energy_ev": [-14.20, -12.81],
  "orbital_gap_ev": [8.60, 6.42],
  "e_above_lowest_kcal_mol": 119.7,
  "energy_ha": -548.34673,
  "charge": 1,
  "e_lumo_ev": [-5.600, -6.387]
}